1.
The following is a quantum chemistry calculation of 2 unconnected molecules or ions with the total composition C4H7NO3, from the OMol25 dataset.

```
15
Properties=species:S:1:pos:R:3:forces:R:3:mulliken_charge:R:1
C -0.970 -0.630 0.845 -0.1 1.6 -0.9 -0.12
C -0.591 0.646 0.403 -1.8 -1.0 1.0 -0.06
C -1.014 1.139 -0.964 0.6 -0.2 0.0 -1.41
O 1.481 -0.859 0.832 -0.1 1.3 -0.7 -0.18
O 2.077 -1.770 -0.129 0.3 0.9 0.6 -0.33
O -1.352 -1.633 0.048 0.5 0.3 0.1 -0.46
C 1.483 0.537 0.383 1.2 -2.1 0.2 0.55
N 2.178 1.434 0.089 -0.8 -0.5 0.1 -0.56
H 2.978 -1.807 0.234 -0.1 -0.1 -0.3 0.33
H -1.226 -1.386 -0.882 -0.1 0.0 0.2 0.36
H -1.036 -0.898 1.891 0.2 0.0 0.0 0.39
H -0.697 1.403 1.180 0.4 -0.2 0.1 0.35
H -2.101 1.184 -1.056 0.0 0.0 0.0 0.32
H -0.608 0.501 -1.754 -0.1 0.1 -0.1 0.41
H -0.602 2.138 -1.121 0.0 -0.1 -0.1 0.40
```
Forces are in eV/Å.

Its multiplicity is 1. The frontier orbital gap is 8.5811 eV. The relative energy (zero: lowest compared OMol25 entry of this formula, charge and spin) is 173.71 kcal per mole. Its total charge is 0. The calculation puts the maximum force at 2.42 eV/A. As for the structure (SMILES): C/C=C\O.N#COO. As for the total energy: -436.8666 Eh.



2.
The following is a quantum chemistry calculation of 5 unconnected molecules or ions with the total composition C5H20N4O5, from the OMol25 dataset.

```
34
Properties=species:S:1:pos:R:3:forces:R:3:mulliken_charge:R:1
C -2.691 1.442 4.361 -1.4 0.7 -1.1 -0.44
O -2.336 1.510 5.711 0.6 0.0 0.2 -0.50
H -1.987 0.978 3.672 0.4 -0.4 0.6 0.11
H -3.680 1.004 4.198 0.1 -0.5 0.2 0.26
H -2.858 2.432 3.921 0.3 0.3 0.4 0.25
H -3.003 1.093 6.259 0.0 -0.1 -0.1 0.32
C -1.449 -1.560 0.735 -0.8 -0.3 -0.7 -0.58
O -0.267 -1.083 0.106 0.1 -0.2 0.3 -0.52
H -1.791 -0.917 1.543 0.4 0.3 0.0 0.17
H -2.230 -1.580 -0.033 -0.2 0.0 0.2 0.28
H -1.392 -2.578 1.125 0.4 0.0 0.0 0.30
H 0.216 -1.836 -0.266 0.2 0.0 0.2 0.29
C 2.177 -2.463 -2.076 0.0 -0.3 0.1 -0.44
O 1.813 -2.893 -0.752 0.0 0.3 -0.2 -0.56
H 1.624 -1.559 -2.309 0.0 0.0 0.0 0.12
H 3.242 -2.244 -2.141 0.0 0.0 0.0 0.29
H 1.924 -3.247 -2.789 0.0 0.1 -0.2 0.25
H 2.372 -3.643 -0.533 -0.1 0.0 0.1 0.29
C 1.844 1.542 1.567 1.1 0.6 1.4 0.51
O 2.348 2.494 2.164 -0.5 -0.4 -0.7 -0.68
N 2.505 0.338 1.462 -1.3 0.5 -0.4 -0.33
N 0.597 1.547 1.037 -0.9 -0.3 -0.7 -0.26
H 1.969 -0.401 1.039 0.7 -0.4 0.0 0.24
H 3.481 0.327 1.668 0.1 -0.2 0.0 0.19
H 0.209 0.741 0.568 0.3 -0.1 0.1 0.25
H -0.059 2.283 1.209 0.4 0.4 0.3 0.21
C -0.189 0.624 -4.250 -0.4 -0.2 -1.3 0.55
O -0.151 -0.286 -5.069 0.3 0.3 0.7 -0.62
N -0.199 0.444 -2.898 0.0 -0.2 0.2 -0.30
N -0.208 1.950 -4.638 0.0 0.4 0.1 -0.43
H -0.429 -0.478 -2.570 -0.1 0.1 0.0 0.20
H -0.485 1.215 -2.325 0.1 0.0 0.3 0.18
H -0.684 2.634 -4.077 0.1 0.0 0.2 0.19
H -0.232 2.169 -5.617 0.0 -0.5 -0.1 0.24
```
Forces are in eV/Å.

Its multiplicity is 1. The frontier orbital gap is 9.7113 eV. The relative energy (zero: lowest compared OMol25 entry of this formula, charge and spin) is 7.12 kcal per mole. Its total charge is 0. The calculation puts the maximum force at 1.93 eV/A. As for the structure (SMILES): NC(N)=O.NC(N)=O.CO.CO.CO. As for the total energy: -797.7466 Eh.



3.
The following is a quantum chemistry calculation of a single C5H8BrN molecule, from the OMol25 dataset.

```
15
Properties=species:S:1:pos:R:3:forces:R:3:mulliken_charge:R:1
C 0.645 0.034 1.155 0.3 -1.1 -1.4 0.28
C 1.739 -0.042 1.853 -3.0 0.3 -1.6 -0.90
C -0.721 0.360 0.842 -2.6 -3.0 1.6 -0.29
C -1.412 -0.370 -0.342 2.6 -0.9 -2.9 -0.62
C -0.531 -0.131 -1.620 2.1 4.1 0.5 -0.57
N 0.818 -0.491 -1.303 1.3 -1.5 2.1 -0.38
Br 2.328 0.573 -1.632 -0.9 0.2 -0.3 -0.08
H 2.573 -0.481 1.480 2.5 -1.2 -1.4 0.33
H 1.830 0.362 2.781 0.0 1.1 2.9 0.30
H -1.490 0.092 1.659 1.5 0.6 -0.4 0.27
H -0.746 1.381 0.711 -0.5 2.4 -0.6 0.32
H -1.500 -1.481 -0.432 0.2 0.7 1.5 0.28
H -2.344 -0.016 -0.672 -1.6 0.9 0.5 0.36
H -0.721 -0.742 -2.448 -1.1 -1.2 -1.2 0.36
H -0.467 0.952 -2.033 -1.0 -1.3 0.8 0.35
```
Forces are in eV/Å.

Its multiplicity is 1. The frontier orbital gap (spin up / spin down) is 7.5132 / 9.0102 eV. The relative energy (zero: lowest compared OMol25 entry of this formula, charge and spin) is 117.62 kcal per mole. Its total charge is 0. The calculation puts the maximum force at 4.61 eV/A. As for the total energy: -2823.8620 Eh.



4.
The following is a quantum chemistry calculation of a molecular structure, C44H46BrF4N5O6PTl, from the OMol25 dataset.

```
108
Properties=species:S:1:pos:R:3:forces:R:3:mulliken_charge:R:1
Tl 1.423 -0.316 -0.418 0.2 -0.1 0.1 1.28
C 6.081 -0.655 -1.258 0.0 0.0 0.1 -1.41
C 4.816 -1.078 -0.509 0.0 -0.3 -0.1 0.88
O 4.026 -0.148 -0.207 0.1 0.1 0.0 -0.61
C 4.655 -2.447 -0.271 0.0 0.1 -0.1 -0.96
C 3.562 -3.111 0.377 0.0 0.1 0.1 0.74
C 3.728 -4.601 0.606 0.1 0.0 0.0 -1.45
N 2.474 -2.510 0.767 0.1 -0.1 0.0 0.49
N 1.597 -3.356 1.456 -0.1 -0.1 -0.2 -0.76
C 0.451 -2.793 1.719 -0.2 0.2 0.2 -0.66
O 0.060 -1.606 1.463 0.0 -0.2 0.0 -0.14
C -0.555 -3.678 2.425 0.0 0.0 0.0 0.40
C -1.754 -3.113 2.851 -0.1 0.0 0.1 -0.08
C -2.733 -3.885 3.471 0.1 0.1 0.0 -0.77
C -2.526 -5.242 3.671 0.1 0.0 0.0 -0.49
C -1.330 -5.817 3.247 0.0 0.0 0.0 -0.60
C -0.355 -5.044 2.632 0.0 0.0 0.0 -0.64
H 5.798 -0.325 -2.261 0.0 0.0 0.0 0.20
H 6.526 0.200 -0.743 0.0 0.0 0.0 0.30
H 6.815 -1.459 -1.342 0.0 0.0 0.0 0.35
H 5.460 -3.091 -0.605 0.0 0.0 0.0 -0.04
H 4.683 -4.948 0.206 0.0 0.0 0.0 0.39
H 3.671 -4.829 1.671 0.0 0.0 0.0 0.28
H 2.910 -5.146 0.130 0.0 0.0 0.0 0.27
H -1.906 -2.054 2.677 0.0 0.0 0.0 0.64
H -3.661 -3.424 3.790 0.0 0.0 0.0 0.47
H -3.290 -5.850 4.143 0.0 0.0 0.0 0.36
H -1.160 -6.878 3.393 0.0 0.0 0.0 0.37
H 0.578 -5.475 2.290 0.0 0.0 0.0 0.46
F -5.328 -4.657 1.022 0.0 0.0 0.0 -0.41
C -4.665 -3.552 0.667 0.0 -0.1 0.0 0.37
C -5.204 -2.312 0.931 0.0 0.0 0.0 0.59
F -6.401 -2.223 1.531 0.0 0.0 0.0 -0.37
C -4.509 -1.174 0.566 0.0 0.0 0.1 0.33
F -5.119 -0.006 0.821 0.0 0.0 0.0 -0.38
C -3.258 -1.221 -0.027 0.1 0.0 0.1 -0.91
P -2.126 0.256 -0.227 -0.2 0.3 0.0 0.87
C -2.443 1.119 1.378 0.1 0.0 0.0 1.00
C -3.454 2.030 1.689 0.1 0.0 0.0 -0.16
C -3.535 2.594 2.955 0.0 0.0 -0.1 -0.95
C -2.617 2.249 3.938 0.0 0.0 0.0 -0.69
C -1.605 1.347 3.641 0.0 0.0 0.0 -0.83
C -1.507 0.797 2.368 0.0 0.0 -0.1 -0.27
C -3.048 1.169 -1.537 0.0 -0.1 0.0 0.84
C -3.329 0.426 -2.689 -0.1 0.0 0.0 -0.86
C -3.858 1.028 -3.819 0.0 0.0 0.0 -0.57
C -4.103 2.395 -3.832 0.0 0.0 0.0 -0.59
C -3.799 3.150 -2.709 0.0 0.0 0.1 -0.72
C -3.266 2.546 -1.575 0.0 0.0 0.0 -0.18
C -2.766 -2.492 -0.347 0.0 0.0 -0.1 0.11
Br -1.212 -2.692 -1.385 0.0 0.0 0.0 0.06
C -3.454 -3.639 0.010 0.1 0.0 -0.1 0.52
F -2.988 -4.857 -0.277 0.0 0.0 0.0 -0.45
H -4.198 2.294 0.952 0.0 0.0 -0.1 0.50
H -4.327 3.301 3.174 0.0 0.0 0.0 0.41
H -2.689 2.686 4.927 0.0 0.0 0.0 0.34
H -0.874 1.076 4.395 0.0 0.0 0.0 0.57
H -0.710 0.093 2.132 -0.1 0.1 0.1 -0.24
H -3.099 -0.635 -2.709 0.0 0.0 0.0 0.14
H -4.048 0.429 -4.702 0.0 0.0 0.0 0.41
H -4.504 2.870 -4.719 0.0 0.0 0.0 0.35
H -3.956 4.223 -2.714 0.0 0.0 0.0 0.40
H -2.977 3.165 -0.737 0.0 0.0 0.0 0.21
O -0.686 5.035 1.024 0.1 -0.2 -0.1 -0.60
C -0.348 4.686 2.335 0.2 0.0 0.0 -0.09
N 0.952 5.227 2.717 -0.1 0.0 -0.1 0.05
C 2.100 4.652 3.168 0.0 -0.1 0.0 -0.02
O 2.999 5.357 3.615 0.0 0.0 0.0 -0.72
C 2.272 3.164 3.122 -0.1 0.1 -0.1 0.47
C 3.101 2.577 4.070 0.1 0.0 0.1 -0.52
C 3.331 1.215 4.025 0.0 0.0 0.0 -1.03
C 2.706 0.468 3.033 -0.1 -0.1 0.0 -0.44
N 1.928 1.023 2.115 0.0 0.3 -0.1 0.62
C 1.738 2.340 2.137 0.1 -0.2 0.1 -0.92
H -0.450 4.296 0.423 -0.2 0.0 -0.1 0.39
H -0.350 3.612 2.493 0.0 -0.1 0.1 -0.14
H -1.100 5.124 2.992 0.0 0.1 0.0 0.33
H 1.008 6.234 2.726 0.0 0.0 0.0 0.25
H 3.566 3.208 4.817 0.0 0.0 0.0 0.45
H 3.989 0.736 4.739 0.0 0.0 0.0 0.42
H 2.823 -0.610 2.957 0.0 0.0 -0.1 0.43
H 1.155 2.736 1.309 0.0 0.0 0.0 0.87
C 1.349 4.484 -1.920 0.0 -0.1 -0.1 -1.07
N 0.950 3.196 -2.452 0.1 0.1 -0.1 0.40
C 1.573 2.696 -3.672 0.0 0.2 0.1 -0.07
C 0.090 2.428 -1.784 -0.1 -0.1 0.2 -0.53
O -0.433 2.761 -0.707 0.1 0.3 0.1 0.19
H 1.733 5.093 -2.738 0.0 0.0 0.0 0.49
H 2.133 4.377 -1.165 0.0 0.0 0.0 0.22
H 0.502 4.991 -1.464 0.0 0.0 0.0 0.29
H 1.178 3.222 -4.546 0.0 0.1 0.0 0.34
H 1.371 1.620 -3.743 -0.1 -0.1 0.0 -0.52
H 2.652 2.856 -3.617 0.0 0.0 0.0 0.42
H -0.107 1.459 -2.268 0.0 0.0 0.0 0.39
C 2.481 -0.462 -4.989 0.0 0.0 0.0 -2.08
C 1.339 -1.076 -4.145 -0.1 0.0 0.0 1.97
C 0.247 -1.576 -5.118 0.0 -0.1 0.0 -1.78
C 1.926 -2.304 -3.413 0.0 0.1 0.0 -1.20
O 0.823 -0.153 -3.277 0.0 -0.2 -0.1 -0.60
H 2.968 -1.200 -5.640 0.0 0.1 0.0 0.46
H 3.230 -0.046 -4.307 0.0 0.0 -0.1 0.28
H 2.089 0.350 -5.612 0.0 0.0 0.0 0.40
H 0.638 -2.274 -5.872 0.0 0.0 0.0 0.38
H -0.200 -0.715 -5.625 0.0 0.0 0.0 0.39
H -0.538 -2.081 -4.545 0.0 0.0 0.0 0.17
H 2.352 -3.039 -4.108 0.0 0.0 0.0 0.49
H 1.142 -2.798 -2.829 0.1 0.0 0.0 0.02
H 2.715 -1.994 -2.720 0.0 0.0 0.0 0.05
```
Forces are in eV/Å.

Its multiplicity is 1. The frontier orbital gap is 5.1378 eV. Its total charge is -2. The calculation puts the maximum force at 0.34 eV/A. As for the total energy: -5916.8690 Eh.



5.
The following is a quantum chemistry calculation of a single C3H5O2P molecule, from the OMol25 dataset.

```
11
Properties=species:S:1:pos:R:3:forces:R:3:mulliken_charge:R:1
C 0.656 -0.973 0.248 1.0 0.9 -2.2 -0.13
C -0.234 -0.015 0.026 0.4 -0.8 0.7 0.58
C -1.111 0.661 1.022 0.5 1.5 1.9 -1.09
O 1.374 -1.437 -0.890 -1.9 0.5 -0.7 -0.38
O -0.399 0.229 -1.304 -1.3 0.1 -0.9 -0.36
P 0.751 -0.520 -2.225 2.3 1.0 2.2 0.16
H 1.173 -1.125 1.120 0.6 -0.9 2.1 0.36
H -0.472 1.220 1.918 -1.6 -1.3 -2.5 0.25
H -1.776 -0.062 1.543 0.4 0.5 -0.4 0.27
H -1.738 1.408 0.481 0.5 -0.4 0.6 0.30
H 1.776 0.614 -1.940 -0.9 -1.1 -0.8 0.03
```
Forces are in eV/Å.

Its multiplicity is 1. The frontier orbital gap is 9.0551 eV. The relative energy (zero: lowest compared OMol25 entry of this formula, charge and spin) is 29.25 kcal per mole. Its total charge is 0. The calculation puts the maximum force at 3.33 eV/A. As for the structure (SMILES): CC1=COPO1. As for the total energy: -609.1019 Eh.